Formula: C4H6N3
Source: the OMol25 dataset
Level of theory: wB97M-V/def2-TZVPD

```
13
Properties=species:S:1:pos:R:3:lowdin_charge:R:1
N -2.50 0.99 0.20 0.074
N -1.42 1.45 -0.10 0.126
N -2.55 -0.39 0.16 0.161
C -0.51 0.36 -0.38 -0.272
C 2.03 0.67 0.00 0.053
C -1.38 -0.83 -0.20 0.124
C 0.80 0.44 0.43 -0.149
H 1.97 0.65 -1.10 0.082
H 0.67 0.48 1.59 0.147
H -1.08 -1.81 -0.34 0.141
H 2.92 0.95 0.62 0.111
H -3.46 -0.78 0.29 0.187
H -0.30 0.52 -1.50 0.216
```

Kohn-Sham gap in eV: 8.69
Spin multiplicity: 1
Structure (SMILES): C=C[C@H]1C=[NH+]N=N1
E in hartree: -319.8939
Energy above the lowest of the compared OMol25 structures with the same formula, charge and spin in eV: 3.7477
Charge: +1